1.
21
Properties=species:S:1:pos:R:3:forces:R:3 method="wB97M-V/def2-TZVPD" e_homo_ev=-8.468 e_lumo_ev=0.81 energy_ha=-366.36631
C -0.8010 0.3611 2.6040 -0.1 0.1 0.1
C -0.9663 0.5329 1.1325 0.2 -0.2 -0.8
C -1.0286 -0.4551 0.2208 0.1 0.8 0.5
O -1.1594 -1.7856 0.5638 -0.1 0.3 -0.1
C -0.8228 -0.2078 -1.2638 -0.2 -0.5 -0.2
N 0.5808 -0.0107 -1.6824 -0.2 0.1 0.3
C 1.4648 -1.0525 -1.1550 0.0 0.0 -0.3
C 1.0925 1.3140 -1.3429 0.1 0.0 -0.2
H -1.1154 1.2694 3.1255 0.0 -0.2 0.0
H 0.2624 0.2057 2.8210 -0.1 -0.1 0.2
H -1.3712 -0.4774 3.0079 0.0 0.0 0.1
H -0.8704 1.5559 0.7747 -0.1 -0.3 -0.2
H -1.4669 -1.8458 1.4819 0.2 0.0 -0.3
H -1.2195 -1.0693 -1.8190 0.2 0.0 0.2
H -1.4382 0.6386 -1.5963 0.4 0.0 0.2
H 1.6024 -0.9799 -0.0689 -0.1 0.0 0.1
H 2.4560 -0.9780 -1.6150 -0.2 0.1 0.0
H 1.0809 -2.0514 -1.3888 -0.1 0.2 0.0
H 2.0756 1.4708 -1.8000 -0.1 -0.2 0.0
H 0.4359 2.0984 -1.7351 0.0 -0.2 0.1
H 1.2085 1.4668 -0.2649 0.0 0.0 0.2


2.
21
Properties=species:S:1:pos:R:3:forces:R:3 method="wB97M-V/def2-TZVPD" e_homo_ev=-7.370 e_lumo_ev=0.93 energy_ha=-366.27118
C -1.2590 2.2849 -0.3318 4.8 -0.1 2.7
C -1.4311 1.0101 -0.2522 2.9 -1.9 1.3
C -0.2285 0.1770 0.1943 0.7 4.0 -4.8
C 0.9403 0.3075 -0.5221 -2.3 0.9 1.9
N 1.5559 1.2821 -1.2322 0.5 1.9 -2.4
C -0.3081 -0.5725 1.3703 0.7 -0.4 1.9
C 0.9489 -1.2915 1.7624 -1.0 -1.0 -0.1
H -1.7477 2.9610 -0.8131 -3.9 3.8 -2.8
H -0.3097 2.7611 0.0824 -1.2 -0.9 -0.3
H -2.2743 0.4921 -0.5843 -1.4 -0.7 -0.5
H 1.6207 -0.4426 -0.4222 1.7 -2.3 0.6
H 1.2802 2.3106 -1.1753 0.4 -2.5 -0.7
H 2.1753 0.8965 -2.0169 -1.3 1.6 1.6
H -0.5097 0.1665 2.1418 -0.7 -0.3 0.5
H -1.0908 -1.2624 1.2013 -1.4 -0.9 1.0
H 1.2706 -1.8019 0.8945 0.5 -1.2 -0.8
H 0.6065 -2.0374 2.4886 1.0 0.3 0.4
H 1.8093 -0.6744 1.9399 0.1 0.4 1.0
O -0.5299 -2.4307 -0.9391 3.2 -2.6 0.7
H -0.1667 -2.4530 -0.0217 -0.6 0.0 -1.3
H -1.2911 -1.9383 -0.9023 -2.7 1.9 0.2


3.
21
Properties=species:S:1:pos:R:3:forces:R:3 method="wB97M-V/def2-TZVPD" e_homo_ev=-9.370 e_lumo_ev=0.89 energy_ha=-366.40068
C -0.3810 -0.3039 -2.8638 -1.1 0.5 0.8
C 0.0040 -1.3675 -1.8473 3.2 -0.7 0.1
C 0.4065 -0.6625 -0.5203 0.5 0.0 -1.1
O 1.5634 -0.6447 -0.1327 -0.2 -0.1 0.1
N -0.5900 0.0421 0.0828 0.1 -1.1 -0.5
C -0.3892 0.5965 1.4123 -0.2 -0.8 0.8
C 0.4466 1.8595 1.3536 0.3 0.8 0.1
C 0.1426 -0.5024 2.4326 -0.9 0.9 -2.0
H -0.2962 -0.5629 -3.8988 0.0 -0.6 -0.5
H -1.4125 0.0356 -2.6746 0.3 0.1 -0.3
H 0.2813 0.5631 -2.7290 -0.2 -0.2 0.1
H 0.9516 -1.8751 -2.2400 -0.8 1.1 0.7
H -0.5106 -2.2932 -1.6081 -1.4 0.4 -0.3
H -1.4853 -0.1171 -0.3537 -0.2 0.3 0.6
H -1.3655 0.8422 1.8305 -0.2 0.2 -0.5
H 0.4088 2.3194 0.3582 -0.2 -0.1 0.2
H 0.0308 2.6014 2.0623 0.5 -0.3 -0.2
H 1.5108 1.6831 1.5553 -0.3 0.0 0.1
H 0.7747 0.0538 3.1026 0.2 -0.5 0.7
H 0.6466 -1.2647 1.8579 0.7 0.1 0.2
H -0.7373 -1.0026 2.8202 0.0 0.2 0.8